Run A
{
  "formula": "C18H24N4O4S",
  "method": "ωB97M-V/def2-TZVPD",
  "spin_multiplicity": 1,
  "e_homo_ev": -7.83,
  "molar_mass_g_mol": 392.48,
  "smiles": "CCCOCOC(=O)ON=C=S.c1cc[nH]c1.c1cc[nH]c1.c1cc[nH]c1",
  "elements": ["C", "C", "C", "O", "C", "O", "C", "O", "O", "N", "C", "S", "H", "H", "H", "H", "H", "H", "H", "H", "H", "C", "C", "C", "N", "C", "H", "H", "H", "H", "H", "C", "C", "C", "N", "C", "H", "H", "H", "H", "H", "C", "C", "C", "N", "C", "H", "H", "H", "H", "H"],
  "xyz": [[1.87, -0.04, 2.24], [1.29, 1.24, 2.97], [-0.25, 1.00, 3.18], [-0.93, 1.60, 2.07], [-1.89, 2.54, 2.46], [-2.98, 2.44, 1.52], [-3.61, 1.24, 1.66], [-3.65, 0.51, 0.75], [-4.14, 1.00, 2.89], [-4.66, -0.32, 2.99], [-3.75, -1.09, 3.30], [-2.86, -2.38, 3.31], [2.17, -0.78, 3.01], [2.71, 0.22, 1.58], [1.04, -0.41, 1.60], [1.46, 2.12, 2.33], [1.82, 1.36, 3.93], [-0.51, 1.44, 4.16], [-0.44, -0.09, 3.22], [-2.28, 2.39, 3.48], [-1.53, 3.59, 2.39], [-4.17, -3.46, -2.30], [-5.18, -2.81, -3.05], [-5.57, -1.70, -2.34], [-4.83, -1.65, -1.19], [-3.97, -2.72, -1.16], [-3.64, -4.36, -2.56], [-5.59, -3.13, -4.00], [-6.31, -0.95, -2.56], [-4.90, -0.95, -0.48], [-3.29, -2.85, -0.33], [4.97, -1.01, -2.10], [6.22, -0.88, -1.43], [6.09, -1.50, -0.21], [4.81, -1.99, -0.12], [4.13, -1.70, -1.27], [4.73, -0.64, -3.08], [7.10, -0.39, -1.80], [6.79, -1.63, 0.59], [4.44, -2.48, 0.66], [3.10, -2.01, -1.40], [0.76, 2.95, -2.44], [1.15, 2.07, -1.40], [2.17, 1.29, -1.88], [2.41, 1.66, -3.17], [1.56, 2.67, -3.52], [-0.01, 3.70, -2.41], [0.73, 2.02, -0.40], [2.74, 0.51, -1.41], [3.10, 1.25, -3.77], [1.59, 3.10, -4.51]],
  "lowdin_charge": [-0.11, -0.19, -0.20, -0.10, -0.19, 0.07, -0.57, 0.19, 0.02, 0.07, -0.70, 0.82, 0.07, 0.06, 0.07, 0.11, 0.10, 0.12, 0.11, 0.13, 0.15, -0.12, -0.12, -0.14, 0.01, -0.14, 0.09, 0.09, 0.10, 0.11, 0.10, -0.12, -0.11, -0.14, 0.01, -0.16, 0.09, 0.09, 0.11, 0.14, 0.11, -0.11, -0.10, -0.14, 0.01, -0.14, 0.09, 0.08, 0.08, 0.13, 0.10]
}

Run B
{
  "formula": "C18H24N4O4S",
  "method": "ωB97M-V/def2-TZVPD",
  "spin_multiplicity": 1,
  "e_homo_ev": -9.08,
  "molar_mass_g_mol": 392.48,
  "smiles": "O=C(NC1CCCCC1)C1CCN(S(=O)(=O)c2cccc3nonc23)CC1",
  "elements": ["O", "C", "N", "C", "C", "C", "C", "C", "C", "C", "C", "C", "N", "S", "O", "O", "C", "C", "C", "C", "C", "N", "O", "N", "C", "C", "C", "H", "H", "H", "H", "H", "H", "H", "H", "H", "H", "H", "H", "H", "H", "H", "H", "H", "H", "H", "H", "H", "H", "H", "H"],
  "xyz": [[-0.55, 3.95, -0.82], [-0.43, 2.75, -0.94], [-0.06, 1.94, 0.07], [0.17, 2.48, 1.40], [-1.13, 2.57, 2.21], [-1.64, 1.21, 2.67], [-0.56, 0.49, 3.47], [0.67, 0.30, 2.61], [1.22, 1.65, 2.15], [-0.73, 2.07, -2.28], [0.31, 1.02, -2.72], [-0.26, -0.40, -2.60], [-0.94, -0.50, -1.33], [-1.14, -2.04, -0.73], [-1.61, -1.90, 0.62], [-1.90, -2.87, -1.62], [0.52, -2.71, -0.67], [0.69, -4.05, -0.83], [1.95, -4.69, -0.68], [3.07, -3.99, -0.35], [2.94, -2.60, -0.19], [3.82, -1.66, 0.09], [3.15, -0.52, 0.11], [1.86, -0.66, -0.15], [1.66, -1.95, -0.34], [-2.21, 0.23, -1.33], [-2.14, 1.46, -2.23], [-0.02, 0.95, -0.07], [0.54, 3.50, 1.25], [-0.94, 3.19, 3.09], [-1.88, 3.08, 1.60], [-2.54, 1.34, 3.27], [-1.90, 0.58, 1.81], [-0.94, -0.49, 3.80], [-0.31, 1.07, 4.36], [1.45, -0.23, 3.17], [0.40, -0.31, 1.75], [2.09, 1.51, 1.50], [1.54, 2.22, 3.02], [-0.75, 2.89, -3.00], [1.19, 1.09, -2.09], [0.60, 1.19, -3.76], [-0.94, -0.63, -3.43], [0.54, -1.14, -2.62], [-0.18, -4.64, -1.08], [2.00, -5.76, -0.82], [4.04, -4.46, -0.23], [-3.02, -0.43, -1.67], [-2.42, 0.51, -0.29], [-2.84, 2.21, -1.87], [-2.43, 1.19, -3.25]],
  "lowdin_charge": [0.06, -0.47, 0.13, -0.30, -0.14, -0.19, -0.20, -0.20, -0.14, -0.20, -0.11, -0.20, -0.26, 0.68, -0.26, -0.27, -0.20, -0.02, -0.04, 0.01, -0.20, 0.15, -0.03, 0.14, -0.21, -0.18, -0.11, 0.09, 0.15, 0.12, 0.11, 0.11, 0.08, 0.11, 0.11, 0.11, 0.07, 0.10, 0.12, 0.14, 0.10, 0.12, 0.13, 0.11, 0.12, 0.11, 0.12, 0.13, 0.10, 0.13, 0.12]
}

Stability ranking, top entry: run B; the second entry is 0.1034 hartree less favorable.

Run A
{
  "formula": "C3H6N3P",
  "method": "ωB97M-V/def2-TZVPD",
  "spin_multiplicity": 1,
  "e_homo_ev": -8.22,
  "molar_mass_g_mol": 115.08,
  "smiles": "[H]/N=N/C#[PH2].CC#N",
  "elements": ["H", "N", "N", "C", "P", "H", "H", "C", "C", "N", "H", "H", "H"],
  "xyz": [[-1.83, 3.03, 0.31], [-1.23, 2.34, -0.06], [-1.71, 1.22, -0.13], [-1.89, 0.13, -0.57], [-2.20, -1.42, 0.25], [-1.34, -2.17, -0.52], [-3.29, -1.83, -0.55], [2.51, 0.15, 0.36], [1.91, -1.09, -0.10], [1.08, -1.87, -0.24], [3.56, 0.10, 0.25], [2.20, 1.03, -0.32], [2.24, 0.38, 1.33]],
  "lowdin_charge": [0.04, 0.05, -0.24, -0.35, 0.74, -0.16, -0.13, -0.07, -0.25, 0.13, 0.06, 0.12, 0.05]
}

Run B
{
  "formula": "C3H6N3P",
  "method": "ωB97M-V/def2-TZVPD",
  "spin_multiplicity": 1,
  "e_homo_ev": -7.42,
  "molar_mass_g_mol": 115.08,
  "elements": ["C", "C", "C", "N", "N", "N", "P", "H", "H", "H", "H", "H", "H"],
  "xyz": [[0.72, -0.92, 0.00], [-0.28, -1.00, 1.16], [1.06, -0.39, 1.40], [0.40, 0.00, -1.09], [-0.62, 0.67, -0.78], [-0.95, 1.63, -1.74], [-1.67, 0.53, 0.51], [1.18, -1.87, -0.47], [-0.46, -1.96, 1.69], [1.78, -0.93, 2.01], [1.39, 0.72, 1.53], [-1.65, 2.22, -1.55], [-0.91, 1.30, -2.68]],
  "lowdin_charge": [-0.35, -0.33, -0.21, 0.04, -0.62, 0.06, 0.87, 0.15, 0.09, 0.08, 0.13, 0.01, 0.09]
}

Stability ranking, top entry: run A; the second entry is 0.0250 hartree less favorable.

Run A
{
  "formula": "C4H6N2O",
  "method": "ωB97M-V/def2-TZVPD",
  "spin_multiplicity": 1,
  "e_homo_ev": -20.18,
  "molar_mass_g_mol": 98.10,
  "charge": 2,
  "elements": ["C", "C", "C", "C", "N", "N", "O", "H", "H", "H", "H", "H", "H"],
  "xyz": [[-0.46, -1.25, 1.33], [-1.04, 0.90, 0.27], [1.66, -2.19, 0.64], [-1.73, 1.95, -0.36], [-0.70, -0.11, 0.80], [-0.61, -2.07, 2.18], [-0.42, -2.92, 2.92], [1.33, -3.12, 0.03], [2.20, -2.31, 1.51], [2.08, -1.32, -0.06], [-1.96, 1.76, -1.49], [-1.36, 2.93, -0.24], [-2.65, 2.12, 0.16]],
  "lowdin_charge": [-0.03, 0.17, 0.38, 0.06, 0.26, 0.05, 0.33, 0.13, 0.05, 0.14, 0.20, 0.12, 0.14]
}

Run B
{
  "formula": "C4H6N2O",
  "method": "ωB97M-V/def2-TZVPD",
  "spin_multiplicity": 1,
  "e_homo_ev": -20.41,
  "molar_mass_g_mol": 98.10,
  "smiles": "CC#[N+]C#[N+]OC",
  "charge": 2,
  "elements": ["C", "C", "N", "C", "N", "O", "C", "H", "H", "H", "H", "H", "H"],
  "xyz": [[-2.29, -2.12, 1.46], [-1.60, -1.23, 0.68], [-1.04, -0.42, 0.03], [-0.36, 0.42, -0.61], [0.26, 1.15, -1.31], [0.89, 1.83, -2.05], [2.40, 1.84, -1.90], [-1.46, -2.81, 1.79], [-3.08, -2.83, 0.89], [-2.86, -1.94, 2.44], [2.62, 2.30, -0.93], [2.76, 2.26, -2.88], [2.87, 0.84, -1.80]],
  "lowdin_charge": [0.06, 0.14, 0.31, 0.14, 0.16, 0.10, 0.13, 0.17, 0.22, 0.19, 0.12, 0.15, 0.12]
}

Stability ranking, top entry: run B; the second entry is 0.0654 hartree less favorable.